# 1
{"formula": "C18H26BF16INO4", "method": "the ωB97M-V functional and the def2-TZVPD basis", "molar_mass_g_mol": 762.09, "total_charge": 1, "homo_lumo_gap_ev": 9.02, "max_force_ev_per_a": 3.445, "homo_energy_ev": -12.1, "elements": ["C", "B", "O", "N", "C", "C", "O", "C", "C", "C", "C", "C", "I", "H", "H", "H", "H", "H", "H", "H", "H", "H", "H", "H", "H", "H", "H", "H", "H", "H", "H", "C", "C", "C", "F", "F", "F", "F", "O", "C", "C", "F", "F", "F", "F", "H", "H", "H", "H", "C", "C", "C", "F", "F", "F", "F", "O", "C", "C", "F", "F", "F", "F", "H", "H", "H", "H"], "xyz": [[1.3781, -4.3486, -5.3488], [0.5036, -3.8082, -4.1061], [-0.6397, -4.5519, -3.7681], [0.8529, -2.5953, -3.2577], [1.6676, -1.6047, -4.0364], [3.2204, -1.7551, -3.8551], [3.6746, -3.0382, -3.4495], [2.9813, -3.5698, -2.3231], [1.6087, -2.9023, -2.0019], [0.8110, -3.6962, -0.9272], [0.0527, -2.7349, 0.0618], [1.0602, -1.9798, 1.0044], [-1.1491, -4.0221, 1.3608], [1.4573, -3.5609, -6.1285], [0.8598, -5.2024, -5.8396], [2.3737, -4.7147, -5.0241], [-0.9677, -4.8970, -4.6047], [-0.0260, -2.1399, -2.9810], [1.3988, -0.5971, -3.6419], [1.3771, -1.5666, -5.1051], [3.5918, -0.9824, -3.1439], [3.6891, -1.5211, -4.8322], [3.6304, -3.4594, -1.4237], [2.7993, -4.6587, -2.4561], [1.8429, -1.9152, -1.5359], [0.0922, -4.4391, -1.3240], [1.5239, -4.2670, -0.2898], [-0.6089, -2.0265, -0.4763], [1.9187, -2.6557, 1.2001], [1.4650, -1.0738, 0.5044], [0.5962, -1.6804, 1.9591], [-1.9921, -0.5009, 5.2886], [-0.5606, -0.5979, 4.7037], [0.5818, 0.0184, 5.5179], [0.4566, 1.3419, 5.6767], [1.7581, -0.1800, 4.8695], [-0.5668, -0.1081, 3.4406], [-0.2787, -1.9270, 4.5917], [-2.8660, 0.5127, 4.7712], [-2.8704, 1.8084, 5.3071], [-2.4555, 2.8437, 4.2605], [-1.2084, 2.6097, 3.8035], [-2.4525, 4.0844, 4.7929], [-2.1349, 1.8642, 6.4237], [-4.1362, 2.0602, 5.6819], [-2.4846, -1.4281, 4.9911], [-1.9944, -0.5208, 6.3785], [0.6572, -0.4491, 6.5034], [-3.1382, 2.8310, 3.4086], [-0.4131, 4.7250, 0.4544], [0.6070, 4.8516, -0.7049], [0.2583, 5.7821, -1.8714], [-0.8389, 5.3954, -2.5390], [1.2725, 5.7823, -2.7709], [0.9077, 3.6119, -1.1609], [1.7494, 5.3411, -0.1519], [-1.2783, 3.5770, 0.4776], [-2.4818, 3.6454, -0.2353], [-2.5524, 2.5972, -1.3483], [-1.5662, 2.7600, -2.2504], [-3.7214, 2.7026, -2.0134], [-2.7008, 4.8875, -0.6754], [-3.4596, 3.3937, 0.6582], [0.1905, 4.6005, 1.3549], [-0.9672, 5.6497, 0.6149], [0.1159, 6.8092, -1.5244], [-2.4716, 1.5902, -0.9343]], "forces_ev_per_angstrom": [[-0.71, 0.53, 0.21], [-0.93, -3.13, -1.10], [1.46, 2.50, -0.16], [-0.01, 0.03, -0.15], [0.43, 1.80, -0.30], [0.20, 0.43, 0.01], [-1.09, -0.07, -0.28], [-0.27, -0.21, 0.54], [1.15, 0.12, 1.74], [-0.38, 0.29, 0.55], [0.89, -0.21, 0.42], [-0.08, -0.21, -0.71], [0.13, 0.43, -0.55], [0.44, -0.50, 0.40], [0.28, 0.50, 0.45], [-0.40, 0.49, -0.28], [-0.15, -0.73, 0.12], [0.14, -0.20, -0.03], [0.14, -0.70, -0.17], [0.07, -0.49, 0.72], [-0.36, -0.45, -0.30], [-0.21, -0.33, 0.60], [-0.56, -0.04, -0.41], [0.33, 0.54, -0.25], [-0.30, -0.48, -0.56], [0.50, 0.43, -0.20], [-0.31, 0.31, -0.59], [0.11, -0.51, 0.44], [-0.52, 0.38, 0.13], [-0.26, -0.39, 0.30], [0.26, -0.09, -0.58], [-0.64, -0.13, 0.09], [-0.72, 0.37, -0.32], [0.62, -0.17, 0.24], [-0.43, 0.26, -0.08], [-0.12, -0.25, -0.18], [0.16, 0.15, 0.02], [0.12, -0.05, 0.27], [0.90, 0.56, 0.03], [-0.23, -1.42, 0.35], [0.00, 0.47, -0.54], [0.14, -0.28, 0.12], [-0.16, -0.07, 0.27], [0.40, 0.23, -0.02], [-0.14, 0.25, -0.26], [0.11, 0.07, -0.15], [0.24, 0.26, 0.01], [-0.13, -0.09, -0.03], [-0.13, -0.14, 0.09], [0.00, -0.04, 0.75], [-0.26, -0.72, 0.34], [0.33, 0.56, -0.34], [-0.33, -0.32, 0.14], [0.17, -0.12, 0.23], [-0.08, -0.02, -0.23], [-0.10, 0.30, -0.05], [-0.16, 0.36, -1.30], [0.84, 0.64, 1.25], [-0.19, -0.45, -0.26], [0.25, 0.18, 0.06], [-0.13, 0.12, 0.18], [-0.11, 0.02, -0.52], [-0.24, -0.45, -0.08], [0.07, -0.12, -0.15], [-0.05, -0.02, -0.30], [0.01, -0.05, 0.15], [-0.03, 0.06, 0.21]], "lowdin_charge": [0.0355, -0.4140, 0.1653, 0.0622, -0.0629, -0.1410, -0.1119, -0.1239, -0.2234, -0.2272, -0.7296, -0.1604, 0.8551, 0.0814, 0.0847, 0.0889, 0.1138, 0.1987, 0.1511, 0.1343, 0.1389, 0.1458, 0.1532, 0.1467, 0.1544, 0.0922, 0.1225, 0.0789, 0.0876, 0.0798, 0.0341, -0.0301, -0.4333, -0.3071, 0.1084, 0.0888, 0.1103, 0.0807, 0.0336, -0.5304, -0.2859, 0.0936, 0.1059, 0.1581, 0.1577, 0.1472, 0.1462, 0.1757, 0.1672, -0.0295, -0.4347, -0.3077, 0.1002, 0.0944, 0.1168, 0.1105, 0.0288, -0.5333, -0.2907, 0.0953, 0.1071, 0.1591, 0.1456, 0.1481, 0.1466, 0.1760, 0.1703]}



# 2
{"formula": "C18H26BF4N2OPtS", "method": "the ωB97M-V functional and the def2-TZVPD basis", "molar_mass_g_mol": 600.37, "total_charge": 1, "homo_lumo_gap_ev": 8.07, "max_force_ev_per_a": 1.300, "homo_energy_ev": -12.0, "elements": ["Pt", "N", "C", "C", "C", "C", "N", "H", "H", "H", "H", "H", "H", "H", "H", "H", "H", "H", "H", "O", "S", "C", "C", "C", "C", "C", "C", "C", "C", "C", "C", "C", "C", "C", "C", "H", "H", "H", "H", "H", "H", "H", "H", "H", "H", "H", "H", "H", "H", "F", "B", "F", "F", "F"], "xyz": [[-0.7430, 0.1672, 1.3922], [-1.4190, -0.0008, 3.3035], [-0.4527, -0.2079, 4.4141], [0.2934, -1.5317, 4.2280], [1.7639, -1.3559, 3.8394], [2.0183, -0.4725, 2.6188], [1.0539, -0.7586, 1.5227], [-1.9730, 0.8337, 3.4955], [-2.0865, -0.7759, 3.2712], [-0.9942, -0.1810, 5.3599], [0.2319, 0.6403, 4.4068], [-0.2301, -2.1300, 3.4755], [0.2497, -2.1189, 5.1443], [2.1868, -2.3475, 3.6600], [2.3264, -0.9307, 4.6725], [3.0293, -0.6638, 2.2553], [1.9509, 0.5898, 2.8424], [0.8348, -1.7545, 1.4797], [1.4625, -0.4985, 0.6222], [-0.2236, 0.3892, -0.5269], [-0.3500, -0.7534, -1.5981], [-1.9649, -0.5159, -2.3827], [-2.2664, 0.9073, -2.7348], [-2.0134, 1.3981, -4.0120], [-2.3028, 2.7178, -4.3254], [-2.8475, 3.5548, -3.3619], [-3.1034, 3.0709, -2.0860], [-2.8144, 1.7519, -1.7744], [0.8255, -0.1077, -2.7903], [2.1534, -0.0567, -2.0802], [2.5993, 1.1324, -1.5137], [3.7759, 1.1564, -0.7789], [4.5078, -0.0102, -0.5963], [4.0667, -1.2009, -1.1593], [2.8915, -1.2237, -1.8980], [-2.6677, -0.9329, -1.6584], [-1.9388, -1.1839, -3.2471], [-1.6061, 0.7405, -4.7722], [-2.1125, 3.0894, -5.3232], [-3.0901, 4.5790, -3.6109], [-3.5417, 3.7193, -1.3393], [-3.0403, 1.3623, -0.7877], [0.4749, 0.8687, -3.1234], [0.8264, -0.8171, -3.6203], [2.0251, 2.0402, -1.6508], [4.1233, 2.0879, -0.3520], [5.4283, 0.0111, -0.0279], [4.6423, -2.1084, -1.0353], [2.5529, -2.1523, -2.3439], [-1.5924, -2.3826, 0.5331], [-2.9312, -2.0627, 0.8891], [-2.9459, -0.6125, 1.2164], [-3.7652, -2.2484, -0.1791], [-3.2785, -2.7109, 2.0477]], "forces_ev_per_angstrom": [[-0.63, -1.13, 0.11], [0.21, 0.15, 0.23], [-0.04, -0.08, 0.03], [0.09, 0.16, 0.02], [-0.07, -0.06, -0.10], [0.06, -0.17, 0.19], [0.40, 0.54, -0.05], [-0.03, -0.04, 0.03], [-0.01, 0.00, 0.02], [-0.03, -0.04, -0.03], [-0.01, 0.01, 0.03], [-0.02, -0.02, 0.03], [-0.01, 0.03, 0.01], [0.03, 0.02, -0.02], [-0.02, -0.01, 0.02], [-0.03, 0.04, -0.09], [-0.05, -0.01, 0.04], [-0.01, 0.01, -0.05], [0.21, -0.09, 0.04], [-0.16, -0.01, -0.62], [-0.03, 0.12, 0.48], [0.03, 0.13, -0.02], [0.00, -0.03, 0.00], [0.03, -0.01, -0.01], [0.01, 0.01, 0.02], [-0.01, -0.01, 0.00], [0.02, 0.00, -0.03], [-0.02, 0.00, 0.06], [0.10, -0.02, -0.07], [-0.06, -0.06, 0.00], [0.01, 0.04, -0.02], [0.00, 0.00, 0.03], [-0.01, -0.01, 0.01], [-0.01, 0.01, 0.01], [0.01, 0.00, -0.01], [0.01, -0.05, 0.00], [0.00, -0.01, -0.01], [-0.02, 0.00, -0.01], [-0.01, 0.00, -0.01], [0.02, 0.01, 0.01], [-0.01, 0.00, 0.00], [-0.02, -0.01, -0.01], [0.01, 0.01, 0.01], [-0.01, 0.04, -0.04], [-0.01, 0.00, 0.01], [0.01, 0.00, -0.01], [0.01, 0.00, -0.01], [0.00, 0.00, 0.00], [0.00, 0.00, 0.01], [-0.08, 0.15, 0.02], [0.09, -0.32, -0.01], [0.08, 0.67, -0.31], [-0.02, 0.03, 0.03], [0.01, 0.04, 0.07]], "lowdin_charge": [1.1529, -0.1160, -0.1941, -0.1747, -0.1783, -0.2009, -0.0612, 0.1228, 0.1038, 0.1278, 0.1176, 0.1103, 0.1232, 0.1221, 0.1256, 0.1204, 0.1145, 0.1184, 0.0670, -0.6638, 1.0743, -0.2424, -0.2810, -0.0525, -0.0632, -0.0672, -0.0590, -0.0364, -0.2575, -0.3072, -0.0423, -0.0657, -0.0815, -0.0693, -0.0496, 0.0851, 0.1186, 0.1190, 0.1109, 0.1101, 0.1102, 0.1071, 0.1019, 0.1174, 0.1246, 0.1118, 0.1104, 0.1116, 0.1218, 0.0433, -1.2365, -0.0401, 0.1717, 0.1641]}



# 3
{"formula": "C18H26BN5Sr", "method": "the ωB97M-V functional and the def2-TZVPD basis", "molar_mass_g_mol": 410.87, "total_charge": -2, "homo_lumo_gap_ev": 3.99, "de_lowest_kcal_mol": 16.2, "max_force_ev_per_a": 0.507, "homo_energy_ev": 0.7, "elements": ["Sr", "B", "N", "C", "C", "C", "N", "N", "C", "C", "C", "N", "H", "H", "H", "H", "H", "H", "H", "H", "C", "C", "C", "C", "H", "H", "H", "H", "H", "H", "H", "H", "H", "C", "C", "C", "C", "C", "C", "C", "C", "N", "H", "H", "H", "H", "H", "H", "H", "H", "H"], "xyz": [[0.5084, -0.0310, -1.1448], [3.8947, -0.5292, 1.9073], [4.2086, -0.4385, 0.3665], [5.4703, -0.2994, -0.0703], [5.4694, -0.2908, -1.4507], [4.1131, -0.4251, -1.7716], [3.3603, -0.5168, -0.6754], [2.3866, -0.3926, 2.2905], [1.9668, -0.3615, 3.5659], [0.5881, -0.2864, 3.5792], [0.2422, -0.2804, 2.2215], [1.3342, -0.3401, 1.4575], [4.3035, -1.6069, 2.3164], [4.5099, 0.3778, 2.4435], [6.2780, -0.2106, 0.6387], [6.3127, -0.1859, -2.1125], [3.6488, -0.4462, -2.7475], [2.6835, -0.4011, 4.3713], [-0.0645, -0.2519, 4.4351], [-0.7369, -0.2547, 1.7568], [-1.6465, 3.2135, -1.2447], [-0.2877, 3.3507, -0.5583], [0.0006, 4.8385, -0.3018], [0.8097, 2.6249, -1.3502], [-2.4368, 3.7509, -0.7043], [-1.9486, 2.1674, -1.3510], [-1.5826, 3.6461, -2.2533], [-0.3722, 2.8813, 0.4349], [0.0679, 5.3623, -1.2638], [0.9583, 4.9655, 0.2104], [-0.7809, 5.3289, 0.2975], [1.7717, 2.7401, -0.8110], [0.9450, 3.1676, -2.3050], [-0.6351, -3.1997, -0.4909], [-2.1076, -2.9485, -0.4331], [-2.9879, -3.9553, -0.0788], [-4.3709, -3.7604, -0.0321], [-4.8427, -2.4767, -0.3696], [-4.0069, -1.4436, -0.7358], [-4.5396, -0.0890, -1.0903], [-2.5484, -1.6022, -0.7943], [-1.7090, -0.6540, -1.1417], [-0.3901, -4.2390, -0.2464], [-0.0742, -2.5587, 0.2040], [-0.2442, -2.9855, -1.5008], [-2.5782, -4.9335, 0.1755], [-5.0453, -4.5589, 0.2554], [-5.9171, -2.2885, -0.3442], [-5.6356, -0.0923, -1.1228], [-4.1379, 0.2450, -2.0536], [-4.2049, 0.6746, -0.3772]], "forces_ev_per_angstrom": [[0.21, 0.15, 0.44], [-0.01, -0.09, -0.03], [-0.19, 0.14, 0.06], [0.00, 0.00, 0.07], [-0.07, 0.00, -0.03], [-0.01, -0.03, 0.01], [0.11, -0.08, -0.17], [0.10, 0.07, -0.16], [0.06, 0.01, -0.01], [-0.02, -0.02, -0.06], [0.01, 0.00, 0.02], [-0.31, -0.02, 0.01], [-0.05, 0.03, -0.05], [-0.01, -0.05, -0.01], [-0.01, 0.00, -0.02], [-0.02, 0.00, 0.00], [0.01, 0.00, 0.02], [-0.02, 0.01, -0.01], [0.00, 0.00, -0.01], [0.05, 0.00, 0.00], [-0.05, 0.06, -0.12], [0.04, -0.12, 0.05], [0.03, 0.06, -0.07], [0.05, 0.18, -0.03], [0.02, -0.01, 0.00], [0.06, 0.01, 0.05], [-0.02, -0.02, 0.04], [-0.02, -0.04, -0.02], [0.01, 0.01, 0.04], [-0.01, -0.01, -0.01], [0.01, -0.03, -0.01], [-0.05, 0.05, -0.03], [0.00, -0.04, 0.00], [0.11, -0.13, 0.00], [-0.07, -0.12, 0.03], [0.11, 0.10, -0.03], [-0.01, 0.22, -0.06], [0.07, -0.10, 0.01], [0.16, 0.03, 0.02], [-0.04, 0.05, 0.00], [0.07, 0.15, -0.14], [-0.16, -0.37, 0.20], [-0.02, 0.01, 0.00], [-0.04, 0.00, -0.01], [-0.01, 0.01, 0.03], [0.00, -0.02, 0.00], [-0.03, 0.01, 0.00], [-0.01, 0.01, 0.00], [0.01, 0.03, 0.00], [-0.03, -0.05, 0.00], [0.00, -0.04, 0.01]], "lowdin_charge": [1.2032, -0.4255, -0.0922, -0.1407, -0.1019, -0.2006, -0.0031, -0.1000, -0.1352, -0.0882, -0.1796, -0.0309, 0.0528, 0.0554, 0.1057, 0.0701, 0.0866, 0.1059, 0.0746, 0.0966, -0.1314, -0.5935, -0.1401, -0.3371, 0.0591, 0.0341, 0.0659, 0.1053, 0.0594, 0.0553, 0.0510, -0.0190, -0.0249, -0.1288, -0.2738, -0.1451, -0.1948, -0.1432, -0.2706, -0.1208, -0.4847, -0.2714, 0.0585, 0.0365, 0.0472, 0.0768, 0.0441, 0.0742, 0.0482, 0.0525, 0.0582]}



# 4
{"formula": "C18H26BiBr2N3O3S", "method": "the ωB97M-V functional and the def2-TZVPD basis", "molar_mass_g_mol": 733.28, "total_charge": 2, "homo_lumo_gap_ev": 6.44, "de_lowest_kcal_mol": 0.0, "max_force_ev_per_a": 1.598, "homo_energy_ev": -13.4, "elements": ["Bi", "Br", "C", "C", "C", "Br", "C", "C", "C", "C", "N", "C", "C", "O", "H", "H", "H", "H", "C", "O", "C", "C", "O", "C", "H", "H", "H", "H", "H", "H", "H", "H", "H", "H", "C", "N", "C", "C", "S", "N", "C", "C", "H", "H", "H", "H", "H", "H", "H", "H", "H", "H", "H", "H"], "xyz": [[0.5021, -0.5535, 1.3537], [4.5007, 1.0178, 4.3190], [4.5075, 0.7039, 2.4689], [5.7436, 0.9085, 1.8239], [5.8921, 0.7190, 0.4814], [7.5546, 0.9142, -0.3709], [4.7609, 0.3302, -0.2800], [4.7642, 0.1095, -1.6714], [3.6099, -0.2633, -2.3191], [2.4481, -0.4254, -1.5688], [2.3894, -0.2406, -0.2517], [3.5306, 0.1552, 0.3807], [3.3999, 0.3201, 1.7909], [2.1799, 0.1079, 2.3603], [6.6216, 1.1522, 2.4026], [5.6807, 0.2238, -2.2198], [3.6124, -0.4716, -3.3687], [1.5417, -0.6243, -2.1084], [0.2686, 2.1624, 3.3064], [-0.4470, 0.9720, 2.8109], [-1.9044, 1.2381, 2.7825], [-2.6481, -0.0264, 2.8001], [-2.3751, -0.7095, 1.5712], [-3.3341, -1.6791, 1.2424], [-0.0988, 2.3420, 4.3148], [0.0662, 2.9917, 2.6157], [1.3288, 1.9190, 3.3462], [-2.0834, 1.8240, 1.8928], [-2.1240, 1.7903, 3.7019], [-3.7025, 0.1965, 2.9090], [-2.3276, -0.7095, 3.6237], [-4.2992, -1.2146, 0.9927], [-3.5350, -2.3795, 2.0770], [-2.9838, -2.2197, 0.3548], [-3.8576, -0.4440, -2.4868], [-2.8152, 0.4310, -1.9569], [-3.2070, 1.8168, -1.7077], [-1.6486, -0.0675, -1.6395], [-0.5690, 0.9014, -0.6497], [-1.2234, -1.2177, -2.1645], [-0.5738, -2.2064, -1.3629], [-1.3674, -1.5744, -3.5624], [-4.7802, -0.2451, -1.9805], [-3.6031, -1.4870, -2.2694], [-4.0370, -0.3742, -3.5464], [-4.2230, 1.9222, -2.0832], [-2.5349, 2.4544, -2.2792], [-3.1177, 2.0370, -0.6595], [0.4995, -2.3370, -1.5802], [-1.0624, -3.1773, -1.5053], [-0.7243, -1.9981, -0.2963], [-1.6370, -0.7000, -4.1838], [-2.1362, -2.3536, -3.7179], [-0.4219, -1.9617, -3.9327]], "forces_ev_per_angstrom": [[0.60, 0.06, -0.79], [-0.30, -0.08, 0.05], [0.47, 0.37, 0.77], [0.63, -0.25, -0.56], [-0.22, -0.05, 0.17], [0.00, 0.07, 0.19], [-0.28, 0.07, -0.58], [-0.18, -0.13, 0.15], [0.31, -0.04, 0.74], [0.04, 0.42, 0.11], [0.16, -0.15, -0.59], [-0.56, -0.50, 0.74], [-0.69, -0.04, -0.60], [0.63, 0.28, 0.08], [-0.09, 0.15, 0.19], [0.24, 0.06, -0.13], [-0.10, 0.05, -0.38], [-0.42, -0.20, 0.14], [0.00, -0.27, -0.25], [-0.40, 0.46, 0.19], [1.31, 0.39, 0.73], [0.31, -1.57, 0.02], [0.32, 0.44, 0.09], [-0.91, -0.69, -0.02], [0.00, 0.19, -0.09], [0.06, -0.13, 0.34], [-0.19, 0.02, -0.08], [-0.28, 0.24, -0.17], [-0.02, 0.09, -0.27], [-0.38, -0.03, -0.04], [-0.31, 0.67, -0.24], [0.18, 0.05, 0.02], [0.32, 0.17, -0.40], [-0.04, 0.00, 0.32], [0.21, -1.08, 0.13], [-0.52, -0.44, -0.45], [0.27, -0.13, -0.68], [0.53, 0.67, 0.66], [0.08, 0.40, 0.31], [-0.12, -0.44, -0.29], [0.48, -0.77, 0.75], [-0.97, 0.05, -0.92], [-0.48, 0.35, 0.34], [-0.02, 0.29, -0.03], [0.15, 0.34, -0.46], [0.10, 0.21, 0.21], [-0.12, 0.25, 0.10], [-0.15, 0.20, 0.41], [-0.35, 0.07, 0.03], [0.09, 0.08, -0.14], [-0.03, -0.08, -0.41], [0.16, -0.37, 0.46], [0.33, 0.27, 0.05], [0.16, -0.01, 0.06]], "lowdin_charge": [1.8513, 0.8669, -0.5969, -0.1382, -0.6099, 0.8767, -0.1708, 0.0211, -0.0044, -0.1331, -0.0397, -0.1527, -0.3614, -0.3898, 0.1076, 0.0906, 0.1188, 0.0791, -0.0035, -0.4322, -0.1516, -0.1846, -0.3384, -0.0843, 0.1122, 0.1166, 0.0723, 0.1174, 0.1505, 0.1464, 0.1623, 0.1047, 0.1154, 0.0821, -0.0080, -0.1501, -0.0224, -0.6714, 0.6788, -0.2242, -0.0972, -0.0234, 0.1001, 0.0966, 0.1070, 0.1075, 0.1043, 0.0703, 0.0933, 0.1211, -0.0130, 0.1184, 0.1082, 0.1038]}